## P
CH3FN2O | the ωB97M-V functional and the def2-TZVPD basis

Element x y z (Å)
H -2.53515 0.49399 0.33765
N -1.66496 0.96276 0.03010
N -0.88229 0.00369 0.17999
C 0.47129 -0.01527 -0.27656
O 1.18739 -1.13522 0.12800
F 1.31498 1.11147 0.03754
H 0.39950 -0.32181 -1.42156
H 1.70924 -1.09960 0.98483

Summary:
E_HOMO: -9.93 eV
Lowest unoccupied orbital energy: -0.0019 Ha

---

## Q
CH3FN2O | the ωB97M-V functional and the def2-TZVPD basis

Element x y z (Å)
C -0.25286 0.48176 -0.26420
N -0.97351 0.12321 0.78741
N 1.05631 0.01674 -0.38216
O -0.41371 1.28023 -1.19638
F 1.52074 -1.75081 -0.05954
H -0.52492 -0.69151 1.28420
H -1.86954 0.65511 1.13043
H 1.45749 -0.11473 -1.29975

Summary:
E_HOMO: -11.04 eV
Lowest unoccupied orbital energy: -0.0617 Ha

---

## R
CH3FN2O | the ωB97M-V functional and the def2-TZVPD basis

Element x y z (Å)
N 0.94033 0.92725 -0.81298
N -0.22233 0.11349 -0.07725
C -0.52998 -1.13336 0.59473
O 0.16793 -1.99990 1.00385
F -1.84603 -1.17955 0.89624
H 0.59455 1.86824 -0.65282
H 1.92187 0.79612 -0.37239
H -1.02635 0.60772 -0.57937

Summary:
E_HOMO: -9.70 eV
Lowest unoccupied orbital energy: 0.0235 Ha

---

Which one is most stable, and which one is least stable? R is the most stable of them, while Q is the least stable.

---

## P
C22H42BF4IN5O7S2SiSn | the ωB97M-V functional and the def2-TZVPD basis

Element x y z (Å)
Sn -0.92083 -2.16310 -0.79371
N -0.61663 -2.35230 1.97889
N 0.04077 -1.81500 3.07259
C 0.99887 -0.91380 3.01199
N 1.73897 -0.66980 4.09639
S 1.41987 -0.01470 1.56639
H -1.62773 -2.29900 2.12439
H -0.37593 -3.41220 1.89769
H -0.12363 -2.26470 3.97889
H 1.66907 -1.23630 4.92779
H 2.42927 0.05970 4.06469
C 4.13797 -2.05190 -1.03401
O 3.48047 -2.13450 -2.29861
C 2.16467 -2.00200 -2.25971
O 1.54347 -1.73520 -1.24301
N 1.59497 -2.15730 -3.47091
N 0.20027 -2.20250 -3.58511
H 5.19937 -1.99480 -1.24981
H 3.91467 -2.94150 -0.44261
H 3.80507 -1.16930 -0.48761
H 2.19547 -2.40380 -4.25431
H -0.10593 -3.11700 -3.92151
H -0.12953 -1.48800 -4.23671
F -3.30703 -1.54010 -1.70551
B -4.11643 -1.60610 -0.52171
F -4.78593 -0.45460 -0.35321
F -3.12093 -1.71750 0.53939
F -4.85033 -2.72670 -0.52921
I -0.05733 -11.42210 -0.96371
C -0.20843 -9.37370 -0.47001
C -0.15173 -8.98560 0.85839
C -0.19203 -7.64180 1.17499
C -0.28733 -6.68130 0.17079
C -0.38233 -7.09230 -1.15511
C -0.33723 -8.43420 -1.48061
C -0.28733 -5.23360 0.52909
O -0.12133 -4.90560 1.71519
O -0.43463 -4.38760 -0.41611
H -0.07533 -9.72440 1.64059
H -0.14343 -7.32690 2.20559
H -0.48773 -6.34730 -1.92821
H -0.40103 -8.74700 -2.51131
C -3.31103 3.59410 2.37469
C -2.71523 3.53630 0.97269
C -3.31073 2.38780 0.17299
C -2.89043 4.86020 0.23659
O -1.29433 3.33060 1.15649
Si -0.16473 2.66980 0.25159
S -0.38543 0.45670 0.71429
O 1.32397 3.04330 0.68649
C 1.93417 3.87290 1.68669
C 1.82587 3.18850 3.04659
C 3.40177 4.00530 1.28169
C 1.24107 5.22920 1.71659
O -0.41913 2.67660 -1.32301
C 0.21227 3.17430 -2.50761
C -0.88293 3.23820 -3.57201
C 1.30947 2.18850 -2.90211
C 0.79897 4.55950 -2.25621
H -4.37663 3.78710 2.31259
H -2.83883 4.38300 2.95379
H -3.15503 2.64640 2.88259
H -4.38483 2.50390 0.07539
H -3.12023 1.43780 0.66639
H -2.87323 2.35190 -0.82011
H -3.94663 5.06060 0.09289
H -2.40383 4.81120 -0.73381
H -2.44723 5.67460 0.80319
H 2.40787 2.27040 3.03939
H 0.78587 2.95650 3.25879
H 2.21107 3.84930 3.81669
H 3.83717 3.02110 1.12889
H 3.95167 4.51560 2.06549
H 3.49757 4.56960 0.35959
H 0.20547 5.10720 2.01679
H 1.26107 5.68440 0.73069
H 1.74467 5.88420 2.42019
H -1.35323 2.26420 -3.68141
H -0.45873 3.54350 -4.52451
H -1.64563 3.95600 -3.28101
H 0.88217 1.19370 -3.01661
H 2.06507 2.15300 -2.12101
H 1.77127 2.49390 -3.83641
H 0.02947 5.23550 -1.89251
H 1.20627 4.95750 -3.18091
H 1.58877 4.50340 -1.51291

Summary:
Total charge: +1
E_HOMO: -10.51 eV
Lowest unoccupied orbital energy: -0.1138 Ha

---

## Q
C22H42BF4IN5O7S2SiSn | the ωB97M-V functional and the def2-TZVPD basis

Element x y z (Å)
Sn 0.12578 0.08963 0.30915
N -1.01739 1.84650 1.82285
N -2.37417 1.71310 2.07153
C -3.16990 0.93767 1.33970
N -4.47166 0.95171 1.62013
S -2.62248 -0.01218 0.05163
H -0.49924 1.92456 2.69150
H -0.83891 2.66608 1.20193
H -2.77294 2.24657 2.82718
H -4.84739 1.43269 2.42109
H -5.08084 0.32611 1.12263
C 3.30045 -0.24588 -3.48129
O 1.99587 -0.87084 -3.42226
C 1.42616 -0.89543 -2.24522
O 1.88956 -0.46935 -1.19616
N 0.21246 -1.48177 -2.23590
N -0.46833 -1.46247 -1.01788
H 3.66895 -0.44312 -4.48030
H 3.96100 -0.67600 -2.73311
H 3.20699 0.82399 -3.31145
H -0.18875 -1.86149 -3.07751
H -0.34063 -2.32289 -0.48664
H -1.45767 -1.28955 -1.16379
F 0.23464 -2.29359 1.17947
B -0.79059 -2.15557 2.20083
F -0.79631 -0.72351 2.42604
F -0.45067 -2.84240 3.32737
F -2.00020 -2.51165 1.62963
I -3.56381 4.49017 -6.76446
C -2.61532 3.83168 -5.01798
C -2.03509 4.75802 -4.16281
C -1.39643 4.31868 -3.01355
C -1.33550 2.96076 -2.72775
C -1.92262 2.04040 -3.58860
C -2.57476 2.47478 -4.73283
C -0.68397 2.50216 -1.45775
O -0.62028 3.27838 -0.50198
O -0.24054 1.27783 -1.48417
H -2.08120 5.81606 -4.38377
H -0.94722 5.02575 -2.32930
H -1.88291 0.98569 -3.35100
H -3.04673 1.76113 -5.39561
C 3.84922 3.76779 4.56581
C 4.55159 2.75980 3.67138
C 4.50372 3.20860 2.21616
C 6.00073 2.55991 4.10129
O 3.87087 1.48765 3.86904
Si 3.46316 0.21135 2.97011
S 1.91890 1.16185 1.62399
O 2.86497 -0.96567 3.85971
C 2.32700 -1.10134 5.20951
C 1.04742 -0.28672 5.31278
C 2.06263 -2.58472 5.39753
C 3.36569 -0.60893 6.20967
O 4.58974 -0.25290 1.93304
C 5.29636 -1.48849 1.67490
C 6.36009 -1.14603 0.64601
C 4.30339 -2.50623 1.13051
C 5.93396 -1.98075 2.96789
H 4.36840 4.72626 4.52847
H 3.84238 3.41176 5.59703
H 2.81685 3.90962 4.23768
H 4.90424 4.21776 2.11777
H 3.47243 3.21123 1.86669
H 5.07293 2.52787 1.57932
H 6.55110 3.49724 4.00860
H 6.47512 1.80540 3.47023
H 6.04015 2.22649 5.13961
H 0.31843 -0.65045 4.59383
H 1.26022 0.76839 5.11358
H 0.62511 -0.38168 6.31438
H 1.32623 -2.93109 4.67649
H 1.68187 -2.76864 6.40363
H 2.98802 -3.14868 5.26627
H 3.58942 0.44407 6.04069
H 4.28945 -1.18416 6.11322
H 2.98395 -0.73301 7.22378
H 5.89471 -0.74793 -0.25762
H 6.93393 -2.03704 0.38749
H 7.04394 -0.39609 1.04618
H 3.80743 -2.10602 0.24257
H 3.54169 -2.72643 1.88235
H 4.81631 -3.43223 0.86656
H 6.58589 -1.20937 3.38342
H 6.52874 -2.87570 2.78076
H 5.15979 -2.21944 3.69993

Summary:
Total charge: +1
E_HOMO: -10.86 eV
Lowest unoccupied orbital energy: -0.1530 Ha

---

Which one is most stable, and which one is least stable? Q is the most stable of them, while P is the least stable.

---

## P
C17H29N5O7 | the ωB97M-V functional and the def2-TZVPD basis

Element x y z (Å)
C 0.49396 4.35248 3.95603
O 1.24524 3.29156 3.41491
C 0.66137 2.77506 2.24473
C 1.47605 1.61255 1.74747
O 1.31467 0.51650 2.65363
C 2.10862 -0.65397 2.38677
C 2.61649 -0.72595 0.94664
O 3.74194 -0.39223 0.62693
N 1.66619 -1.16549 0.08742
C 1.86568 -1.29829 -1.33712
C 1.50094 -0.05290 -2.16664
O 2.38170 1.02843 -1.95528
C 3.72927 0.82459 -2.34827
C 1.31879 -0.46683 -3.63702
C -0.10076 -1.04211 -3.68812
N -0.78117 -0.39097 -2.56621
C -2.05566 -0.71903 -2.24276
O -2.68765 -1.53483 -2.89490
C -2.63527 -0.00134 -1.03209
C -3.92670 -0.62764 -0.50944
C -3.89245 -0.80656 1.00825
N -2.76886 -1.65958 1.39415
C -1.51755 -1.27680 1.79599
O -1.29928 -0.03989 2.22232
N -0.65875 -2.24293 1.68925
N -1.35204 -3.34779 1.17015
C -2.56811 -2.95785 1.01000
O -3.59979 -3.66991 0.54580
C 0.11207 0.47878 -1.82448
H 1.00970 4.69607 4.84953
H 0.41191 5.18535 3.24712
H -0.51636 4.02539 4.22878
H -0.37518 2.46435 2.43674
H 0.63751 3.53960 1.45470
H 1.15023 1.33986 0.74163
H 2.53043 1.89563 1.69684
H 2.98732 -0.62771 3.03236
H 1.49261 -1.52004 2.62193
H 0.84271 -1.58841 0.50929
H 2.90662 -1.56205 -1.53264
H 1.24947 -2.13189 -1.67818
H 4.21712 1.79377 -2.27387
H 4.24041 0.12841 -1.68272
H 3.79319 0.47929 -3.38493
H 1.39934 0.43094 -4.25300
H 2.06002 -1.18835 -3.98097
H -0.61210 -0.82948 -4.62681
H -0.12097 -2.12566 -3.55251
H -1.88097 -0.01279 -0.24712
H -2.76265 1.05529 -1.28317
H -4.80003 -0.03408 -0.78085
H -4.06139 -1.60219 -0.97872
H -3.75603 0.13904 1.53164
H -4.81187 -1.26590 1.36839
H -0.33911 0.07819 2.46519
H -3.25774 -4.53429 0.28136
H -0.07533 0.44387 -0.75428
H 0.05220 1.52070 -2.15386

Summary:
E_HOMO: -9.01 eV
Lowest unoccupied orbital energy: 0.0222 Ha

---

## Q
C17H29N5O7 | the ωB97M-V functional and the def2-TZVPD basis

Element x y z (Å)
C 4.10924 -5.73417 -3.35999
O 3.01280 -5.06797 -2.77324
C 2.28408 -4.31739 -3.71426
C 1.18669 -3.55748 -3.01557
O 1.75643 -2.72569 -2.00697
C 0.88303 -1.69629 -1.56325
C 0.46357 -0.75016 -2.68600
O -0.67030 -0.32070 -2.78788
N 1.47994 -0.42914 -3.52204
C 1.34175 0.42153 -4.67804
C 1.37695 -0.33438 -6.01548
O 0.37498 -1.32722 -6.10467
C -0.96563 -0.86806 -5.99597
C 1.38098 0.68878 -7.17894
C 2.82236 0.69129 -7.73037
N 3.59718 -0.05698 -6.74197
C 4.63819 0.52497 -6.07396
O 5.13534 1.57640 -6.43480
C 5.12074 -0.20882 -4.83212
C 6.33659 0.43742 -4.18748
C 6.67285 -0.20830 -2.84590
N 5.57324 -0.09605 -1.89683
C 4.56687 -0.98554 -1.63721
O 4.58560 -2.19194 -2.21451
N 3.67677 -0.50042 -0.83506
N 4.09809 0.79805 -0.51395
C 5.20191 0.98673 -1.15232
O 5.97053 2.08584 -1.15550
C 2.71227 -1.06737 -6.19504
H 4.61314 -6.29129 -2.57369
H 3.78100 -6.43103 -4.13943
H 4.81418 -5.02015 -3.80120
H 2.95186 -3.61804 -4.23719
H 1.83190 -4.96943 -4.47375
H 0.65463 -2.96241 -3.76511
H 0.47800 -4.24976 -2.54953
H -0.03077 -2.11846 -1.13791
H 1.41921 -1.13202 -0.80008
H 2.38781 -0.78689 -3.27150
H 0.40297 0.96755 -4.58030
H 2.14335 1.16607 -4.68569
H -1.59963 -1.72535 -6.21202
H -1.19349 -0.50318 -4.99270
H -1.17975 -0.08442 -6.72886
H 0.66602 0.38908 -7.94376
H 1.09659 1.68179 -6.82874
H 2.86755 0.16963 -8.68844
H 3.25053 1.68207 -7.85605
H 4.29733 -0.21505 -4.11282
H 5.31728 -1.25553 -5.07627
H 7.20376 0.35939 -4.84529
H 6.15276 1.50338 -4.04687
H 6.88742 -1.27171 -2.95417
H 7.54482 0.27004 -2.40158
H 3.75998 -2.66491 -1.97727
H 5.54628 2.72788 -0.57186
H 3.09370 -1.51112 -5.28040
H 2.56000 -1.87147 -6.92040

Summary:
E_HOMO: -8.89 eV
Lowest unoccupied orbital energy: 0.0202 Ha

---

Which one is most stable, and which one is least stable? Q is the most stable of them, while P is the least stable.

---

## P
C4H11NS2 | the ωB97M-V functional and the def2-TZVPD basis

Element x y z (Å)
C 0.01049 1.05450 2.27266
C 1.14035 1.18055 1.58529
C 1.65828 0.11489 0.66933
N 2.01816 0.68841 -0.63118
H -0.32842 1.83731 2.93172
H -0.59285 0.15900 2.18563
H 1.71855 2.09432 1.67701
H 2.50481 -0.40193 1.14492
H 0.87583 -0.62872 0.51872
H 2.25873 -0.04614 -1.28002
H 2.85032 1.24531 -0.53583
C -2.88509 -0.63573 -1.41549
S -1.15280 -0.14310 -1.56390
S -0.28693 -1.86362 -2.30420
H -3.34411 -0.82988 -2.38343
H -3.39466 0.20230 -0.94033
H -2.98223 -1.52838 -0.80110
H -0.06843 -2.49909 -1.12977

Summary:
E_HOMO: -9.02 eV
Lowest unoccupied orbital energy: 0.0217 Ha

---

## Q
C4H11NS2 | the ωB97M-V functional and the def2-TZVPD basis

Element x y z (Å)
C 2.29810 -1.77327 0.62282
S 0.68632 -2.56297 0.36064
S -0.52739 -1.42802 1.57362
C -1.34445 -0.37519 0.34685
C -0.41819 0.54968 -0.41094
C -1.32487 1.46283 -1.28537
N 0.50912 1.31175 0.41560
H 3.05288 -2.51472 0.35693
H 2.43649 -0.92816 -0.03857
H 2.38287 -1.53851 1.67419
H -1.98534 -0.94169 -0.32746
H -2.05708 0.25645 0.89881
H 0.14869 -0.07477 -1.10622
H -1.75792 2.19835 -0.61143
H -2.06310 0.81658 -1.76139
H -0.78606 1.89878 -2.12536
H 0.14851 1.38982 1.36085
H 0.60143 2.25307 0.05643

Summary:
E_HOMO: -8.59 eV
Lowest unoccupied orbital energy: 0.0283 Ha

---

Which one is most stable, and which one is least stable? Q is the most stable of them, while P is the least stable.